1.
A single C16H19FN4O6S molecule, computed with ωB97M-V/def2-TZVPD.

The geometry in XYZ format:
```
47
Properties=species:S:1:pos:R:3:forces:R:3:nbo_charge:R:1
O 3.71256 -0.80070 2.76598 0.13 0.62 -0.29 -0.607
O 2.88526 3.05618 0.58602 -0.32 -0.70 1.03 -0.650
O -1.57426 -1.73488 2.73035 -0.13 0.51 -1.52 -0.623
O -2.10091 1.55023 -0.53936 0.96 -1.19 -0.49 -0.950
O -3.30905 0.79992 -2.49861 1.34 -1.49 0.94 -0.902
F 2.62811 -0.47955 -1.36040 -0.89 -0.19 -0.22 -0.304
O -2.42788 -2.20210 -3.00772 0.13 0.16 0.11 -0.540
C 2.96765 0.12882 2.46058 1.09 -2.39 0.91 0.622
C 2.52848 2.15601 1.36289 0.43 2.36 -2.54 0.783
C -1.90162 -0.94561 1.83752 0.08 0.80 2.36 0.666
C 1.57682 0.04831 2.83590 -1.91 1.35 -0.08 -0.358
C 0.67862 1.03085 2.50068 2.18 -1.07 0.29 0.262
C 1.26365 -2.07536 -2.52372 0.52 0.22 -0.22 -0.234
C 0.00962 -2.48998 -2.93537 -1.67 -0.15 0.16 -0.249
C 0.24172 -0.21420 -1.41991 0.42 0.50 0.18 -0.196
C 1.41023 -0.90050 -1.76834 -1.17 -0.85 -0.38 0.388
C -1.16530 -1.78972 -2.62013 -0.14 1.17 0.15 0.318
C -1.03712 -0.59902 -1.86402 0.91 -0.15 -0.06 -0.388
N 3.44164 1.22323 1.77760 -2.08 0.22 1.00 -0.430
N 1.18933 2.09958 1.70644 -1.62 -1.36 0.93 -0.439
N -1.65887 0.41246 2.00276 -0.52 -1.04 -0.80 -0.636
N -3.38376 -0.64779 -0.37265 1.41 1.11 -0.24 -0.825
C -2.72783 -2.02202 -4.40498 0.49 -0.31 -1.18 -0.255
C 4.81706 1.35304 1.39809 1.00 0.06 -0.60 -0.416
C 0.29900 3.16884 1.21225 -0.29 0.77 1.10 -0.405
C -0.74717 0.91584 3.03086 0.19 0.84 -1.23 -0.266
C -2.71765 -1.51328 0.66916 0.39 0.04 -1.23 -0.328
S -2.45078 0.41606 -1.38158 -2.55 0.56 0.49 2.255
H 1.23466 -0.79956 3.44400 0.45 0.43 -0.41 0.256
H 2.10254 -2.67663 -2.87069 0.07 0.30 0.40 0.243
H -0.19726 -3.42360 -3.46440 0.64 0.23 0.00 0.238
H 0.34891 0.67029 -0.80017 -0.11 0.05 -0.05 0.246
H -1.96711 1.03417 1.25287 0.27 -0.20 0.33 0.434
H -3.89360 -1.19722 -1.05315 -0.18 -0.37 0.14 0.407
H -3.78315 -2.31093 -4.66062 1.08 0.03 0.79 0.212
H -2.00547 -2.66296 -4.98789 -0.86 0.61 0.34 0.175
H -2.60462 -0.96906 -4.72948 0.04 -0.45 0.43 0.199
H 4.93675 0.84462 0.43511 0.24 0.24 0.04 0.212
H 5.10113 2.41750 1.29627 -0.36 -0.68 0.08 0.240
H 5.46325 0.84190 2.11776 -0.37 0.12 -0.01 0.237
H 0.55214 4.10960 1.77499 -0.44 -0.79 -0.61 0.214
H 0.40764 3.37656 0.16050 0.43 -0.17 -0.30 0.237
H -0.78136 2.91361 1.34877 1.13 0.05 0.18 0.211
H -0.77646 0.31846 3.93130 0.12 -0.44 -0.16 0.257
H -1.05702 1.91111 3.32714 -0.37 0.21 0.00 0.217
H -3.49651 -2.12164 1.13436 0.02 0.22 -0.11 0.255
H -2.03202 -2.22092 0.16304 -0.18 0.17 0.32 0.220
```
Positions in Å, forces in eV/Å.

## Properties
Kohn-Sham gap: 0.3198 hartree
Max |F|: 3.498 eV/Å
LUMO: -0.0081 hartree
SMILES: COc1ccc(F)cc1S(=O)(=O)NCC(=O)NCc1cc(=O)n(C)c(=O)n1C

=====

2.
A single C4H4O2 molecule, computed with ωB97M-V/def2-TZVPD.

The geometry in XYZ format:
```
10
Properties=species:S:1:pos:R:3:forces:R:3:nbo_charge:R:1
C 0.29822 -0.63700 -0.01865 0.33 0.86 0.63 0.525
C -0.47368 -0.20119 -1.03171 -1.43 -1.52 0.05 -0.360
C -0.90741 1.10711 -0.67450 -1.10 1.37 -1.65 -0.307
C -0.22278 1.51962 0.39302 -0.10 -0.98 1.23 0.085
H 0.24019 -2.27099 0.87307 0.99 -0.07 -0.59 0.487
H -0.96850 -0.88636 -1.73742 0.64 0.67 0.12 0.233
H -1.72122 1.66102 -1.13799 0.57 -0.01 -0.26 0.226
H -0.10583 2.39326 1.03240 -0.43 -0.22 -0.50 0.214
O 0.88451 -1.88626 0.22945 -1.80 1.92 0.94 -0.665
O 0.41415 0.43273 0.89068 2.32 -2.02 0.03 -0.438
```
Positions in Å, forces in eV/Å.

## Properties
Kohn-Sham gap: 0.3490 hartree
Max |F|: 3.076 eV/Å
LUMO: 0.0260 hartree
SMILES: Oc1ccco1
ΔE to the lowest compared entry with this formula, charge and spin: 20.8 kcal/mol